This record from the Open Molecules 2025 dataset describes 9 unconnected molecules or ions with the total composition C27H42Cl6O12 in a non-equilibrium geometry. The level of theory is ωB97M-V/def2-TZVPD.

Output
2S+1: 1
HOMO level: -9.78 eV
HOMO-LUMO gap: 9.7 eV
ΔE to the lowest compared entry with this formula, charge and spin: 0.439 eV
SMILES: O=C1CCCO1.O=C1CCCO1.O=C1CCCO1.O=C1CCCO1.O=C1CCCO1.O=C1CCCO1.ClCCl.ClCCl.ClCCl

Each atom is followed by the atoms it is bonded to, with distances in Å.
Positions of all 87 atoms, in Å:
1 O -2.7925 0.9998 -0.7545  C2 1.238
2 C -3.4672 0.2467 -0.0396  O1 1.238, C3 1.502, O6 1.329
3 C -2.9801 -0.4369 1.2056  C2 1.502, C4 1.522, H7 1.090, H8 1.090
4 C -4.3332 -0.5989 1.8843  C3 1.522, C5 1.532, H9 1.090, H10 1.090
5 C -5.2674 -0.8865 0.7041  C4 1.532, O6 1.439, H11 1.090, H12 1.090
6 O -4.7404 -0.0170 -0.3142  C2 1.329, C5 1.439
7 H -2.5307 -1.3516 0.8189  C3 1.090
8 H -2.1750 0.1227 1.6817  C3 1.090
9 H -4.4617 -1.3536 2.6602  C4 1.090
10 H -4.6120 0.3296 2.3826  C4 1.090
11 H -5.2291 -1.9459 0.4507  C5 1.090
12 H -6.2632 -0.5388 0.9791  C5 1.090
13 O 3.9905 3.0560 -5.7795  C14 1.234
14 C 4.3573 3.0403 -4.6016  O13 1.234, C15 1.551, O18 1.334
15 C 3.4613 2.7786 -3.3635  C14 1.551, C16 1.522, H19 1.090, H20 1.090
16 C 4.5348 2.1289 -2.5016  C15 1.522, C17 1.556, H21 1.090, H22 1.090
17 C 5.8626 2.8058 -2.9496  C16 1.556, O18 1.417, H23 1.090, H24 1.090
18 O 5.6377 3.2348 -4.2811  C14 1.334, C17 1.417
19 H 3.0699 3.7143 -2.9643  C15 1.090
20 H 2.6621 2.0770 -3.6024  C15 1.090
21 H 4.3349 2.2032 -1.4326  C16 1.090
22 H 4.5208 1.0552 -2.6888  C16 1.090
23 H 5.9440 3.7135 -2.3516  C17 1.090
24 H 6.7878 2.2358 -2.8652  C17 1.090
25 O 2.7512 7.3137 2.3784  C26 1.222
26 C 3.0956 6.3659 1.6884  O25 1.222, C27 1.440, O30 1.350
27 C 3.6542 6.3958 0.3611  C26 1.440, C28 1.482, H31 1.090, H32 1.090
28 C 3.4450 5.0085 -0.1165  C27 1.482, C29 1.521, H33 1.090, H34 1.090
29 C 3.5912 4.2460 1.1911  C28 1.521, O30 1.407, H35 1.090, H36 1.090
30 O 2.9873 5.0968 2.1358  C26 1.350, C29 1.407
31 H 3.3312 7.1679 -0.3372  C27 1.090
32 H 4.7345 6.5380 0.3323  C27 1.090
33 H 2.4883 4.8323 -0.6083  C28 1.090
34 H 4.1878 4.7011 -0.8525  C28 1.090
35 H 3.1459 3.2577 1.0771  C29 1.090
36 H 4.6350 4.1003 1.4694  C29 1.090
37 O -0.6771 -1.7873 2.8161  C38 1.238
38 C -1.0803 -1.5498 3.9626  O37 1.238, C39 1.506, O42 1.403
39 C -0.9247 -2.4162 5.1845  C38 1.506, C40 1.508, H43 1.090, H44 1.090
40 C -1.4437 -1.5427 6.2983  C39 1.508, C41 1.517, H45 1.090, H46 1.090
41 C -2.2249 -0.3868 5.7018  C40 1.517, O42 1.445, H47 1.090, H48 1.090
42 O -1.7780 -0.3886 4.3279  C38 1.403, C41 1.445
43 H -1.4926 -3.3457 5.1453  C39 1.090
44 H 0.1241 -2.6422 5.3771  C39 1.090
45 H -2.1280 -2.0962 6.9413  C40 1.090
46 H -0.5917 -1.1854 6.8766  C40 1.090
47 H -3.2837 -0.6142 5.8253  C41 1.090
48 H -1.9285 0.5209 6.2275  C41 1.090
49 O -3.4496 -4.4108 -5.3886  C50 1.249
50 C -3.6098 -3.5060 -4.5420  O49 1.249, C51 1.483, O54 1.346
51 C -3.1024 -2.1172 -4.6590  C50 1.483, C52 1.559, H55 1.090, H56 1.090
52 C -3.1328 -1.6105 -3.1852  C51 1.559, C53 1.538, H57 1.090, H58 1.090
53 C -4.2008 -2.5071 -2.5363  C52 1.538, O54 1.434, H59 1.090, H60 1.090
54 O -4.2214 -3.6839 -3.3559  C50 1.346, C53 1.434
55 H -2.0751 -2.1499 -5.0217  C51 1.090
56 H -3.7789 -1.5882 -5.3303  C51 1.090
57 H -2.1858 -1.7226 -2.6571  C52 1.090
58 H -3.4821 -0.5798 -3.1241  C52 1.090
59 H -3.9818 -2.8784 -1.5352  C53 1.090
60 H -5.2041 -2.0812 -2.5276  C53 1.090
61 O 0.9835 -4.5054 -2.6870  C62 1.212
62 C 0.7954 -4.5795 -1.4916  O61 1.212, C63 1.466, O66 1.387
63 C -0.4116 -4.2221 -0.7405  C62 1.466, C64 1.447, H67 1.090, H68 1.090
64 C -0.1401 -4.6752 0.6067  C63 1.447, C65 1.499, H69 1.090, H70 1.090
65 C 1.3538 -4.7133 0.7188  C64 1.499, O66 1.403, H71 1.090, H72 1.090
66 O 1.7827 -4.9591 -0.5942  C62 1.387, C65 1.403
67 H -0.4107 -3.1341 -0.6749  C63 1.090
68 H -1.3322 -4.6312 -1.1568  C63 1.090
69 H -0.5858 -4.0163 1.3519  C64 1.090
70 H -0.5921 -5.6476 0.8019  C64 1.090
71 H 1.7808 -3.7787 1.0825  C65 1.090
72 H 1.7468 -5.4585 1.4104  C65 1.090
73 Cl 3.4153 -0.8788 -4.3489  C74 1.801
74 C 2.1447 -2.0228 -3.7843  Cl73 1.801, Cl75 1.790, H76 1.090, H77 1.090
75 Cl 0.8705 -2.2571 -5.0200  C74 1.790
76 H 2.5675 -3.0221 -3.6805  C74 1.090
77 H 1.6719 -1.6904 -2.8602  C74 1.090
78 Cl -0.5069 2.8466 2.4854  C79 1.773
79 C -1.4289 3.7087 3.7300  Cl78 1.773, Cl80 1.768, H81 1.090, H82 1.090
80 Cl -2.9070 2.8589 4.1969  C79 1.768
81 H -0.8332 3.7770 4.6402  C79 1.090
82 H -1.7395 4.6823 3.3508  C79 1.090
83 Cl -0.1841 -0.5765 -1.0378  C84 1.755
84 C 0.6205 0.1502 0.3424  Cl83 1.755, Cl85 1.784, H86 1.090, H87 1.090
85 Cl 1.8652 1.2622 -0.2878  C84 1.784
86 H -0.1381 0.7241 0.8745  C84 1.090
87 H 1.1067 -0.6090 0.9551  C84 1.090

Charges per atom according to Löwdin partitioning, unit e: number 1, O, carries 0.043; number 2, C, carries -0.499; number 3, C, carries -0.095; number 4, C, carries -0.148; number 5, C, carries -0.135; number 6, O, carries 0.035; number 7, H, carries 0.116; number 8, H, carries 0.092; number 9, H, carries 0.115; number 10, H, carries 0.116; number 11, H, carries 0.121; number 12, H, carries 0.130; number 13, O, carries 0.088; number 14, C, carries -0.457; number 15, C, carries -0.077; number 16, C, carries -0.193; number 17, C, carries -0.139; number 18, O, carries 0.034; number 19, H, carries 0.113; number 20, H, carries 0.106; number 21, H, carries 0.070; number 22, H, carries 0.066; number 23, H, carries 0.109; number 24, H, carries 0.129; number 25, O, carries 0.108; number 26, C, carries -0.482; number 27, C, carries -0.104; number 28, C, carries -0.170; number 29, C, carries -0.175; number 30, O, carries 0.043; number 31, H, carries 0.143; number 32, H, carries 0.144; number 33, H, carries 0.124; number 34, H, carries 0.101; number 35, H, carries 0.071; number 36, H, carries 0.132; number 37, O, carries 0.070; number 38, C, carries -0.376; number 39, C, carries -0.077; number 40, C, carries -0.174; number 41, C, carries -0.158; number 42, O, carries -0.035; number 43, H, carries 0.132; number 44, H, carries 0.131; number 45, H, carries 0.117; number 46, H, carries 0.118; number 47, H, carries 0.126; number 48, H, carries 0.116; number 49, O, carries 0.070; number 50, C, carries -0.460; number 51, C, carries -0.060; number 52, C, carries -0.122; number 53, C, carries -0.152; number 54, O, carries 0.017; number 55, H, carries 0.090; number 56, H, carries 0.136; number 57, H, carries 0.075; number 58, H, carries 0.112; number 59, H, carries 0.110; number 60, H, carries 0.124; number 61, O, carries 0.092; number 62, C, carries -0.426; number 63, C, carries -0.115; number 64, C, carries -0.186; number 65, C, carries -0.175; number 66, O, carries 0.034; number 67, H, carries 0.074; number 68, H, carries 0.147; number 69, H, carries 0.104; number 70, H, carries 0.127; number 71, H, carries 0.123; number 72, H, carries 0.129; number 73, Cl, carries 0.536; number 74, C, carries -0.977; number 75, Cl, carries 0.523; number 76, H, carries 0.012; number 77, H, carries -0.020; number 78, Cl, carries 0.551; number 79, C, carries -0.989; number 80, Cl, carries 0.527; number 81, H, carries 0.029; number 82, H, carries 0.032; number 83, Cl, carries 0.635; number 84, C, carries -0.962; number 85, Cl, carries 0.568; number 86, H, carries -0.036; number 87, H, carries 0.032